(1)
A structure of composition C13H14LaN3OS at a distorted geometry, computed with ωB97M-V/def2-TZVPD.

Structure (XYZ):
```
33
C13H14LaN3OS | OMol25 | ωB97M-V/def2-TZVPD
C -2.230 3.450 0.079
C 3.815 -0.882 -0.826
C -0.832 -4.124 0.309
C 0.295 2.264 0.513
N 2.628 1.076 0.197
C -2.057 2.284 0.795
H 2.113 2.487 1.576
O 1.456 -0.571 -0.902
H 0.783 -2.718 0.702
H 3.533 1.496 0.280
La -0.646 0.352 -1.010
H 1.056 3.748 -0.803
H 4.419 -1.031 0.075
C -0.251 -2.881 0.402
H -2.907 1.790 1.309
H 1.229 0.983 1.829
H -3.908 -3.179 -0.712
C -2.281 -1.825 -0.214
C 2.569 -0.113 -0.498
H 3.483 -1.878 -1.169
C -1.076 4.027 -0.471
C 1.557 1.682 1.053
H -3.237 3.898 -0.049
H -0.164 -4.979 0.403
S -3.276 -0.467 -0.581
C 0.150 3.379 -0.328
N -0.954 -1.763 0.067
H -2.675 -5.262 -0.042
H -1.153 4.925 -1.078
H 4.467 -0.434 -1.577
N -0.844 1.687 1.034
C -2.878 -3.134 -0.361
C -2.182 -4.285 -0.002
```

Values from the calculation:
- 2S+1 = 1
- net charge = +2
- LUMO energy (eV) = -7.79
- strongest force on any atom (Eh/bohr) = 0.06837
- E_tot (eV) = -31907.531
- frontier orbital gap (hartree) = 0.237
- HOMO (eV) = -14.234



(2)
A cluster of 2 separate species, C2H9N3 in total at a distorted geometry, computed with ωB97M-V/def2-TZVPD.

Structure (XYZ):
```
14
C2H9N3 | OMol25 | ωB97M-V/def2-TZVPD
N 0.950 -1.942 -0.258
H 1.395 0.106 0.519
H -1.799 1.313 2.730
H 0.756 -2.290 -1.156
C 1.385 -0.463 -0.467
H -1.485 -0.330 1.656
N 0.604 0.286 -1.466
H 0.212 -0.382 -2.073
C -1.603 0.826 1.669
H -0.207 0.667 -0.958
H -1.521 2.438 0.583
H 0.216 -2.032 0.298
H 2.468 -0.623 -0.757
N -1.372 1.506 0.574
```

Values from the calculation:
- energy relative to the best compared isomer or geometry (same formula, charge and spin) (kJ/mol) = 219.97
- 2S+1 = 1
- LUMO energy (eV) = 0.76
- strongest force on any atom (Eh/bohr) = 0.12834
- E_tot (eV) = -6688.229
- frontier orbital gap (hartree) = 0.353
- HOMO (eV) = -8.838
- SMILES = C=N.NCN



(3)
A cluster of 2 separate species, C5H13N2 in total at a distorted geometry, computed with ωB97M-V/def2-TZVPD.

Structure (XYZ):
```
20
C5H13N2 | OMol25 | ωB97M-V/def2-TZVPD
H -0.576 -1.132 0.565
N 2.083 -0.061 0.194
C -0.308 -0.142 0.162
H -4.077 -1.478 -0.340
H 3.027 0.252 0.502
H 0.788 1.413 1.029
H -1.480 0.842 1.631
H -1.481 1.749 0.171
C 1.022 0.331 0.910
C -2.863 0.201 0.203
C -3.109 -0.995 -0.475
H 0.850 -0.561 -1.434
N -0.105 -0.266 -1.246
H 6.407 -0.605 -0.792
H -0.131 0.613 -1.767
H 1.045 -0.062 1.958
H -2.394 -1.583 -1.041
C -1.531 0.718 0.540
H 6.495 -0.085 -1.322
H -3.661 0.850 0.552
```

Values from the calculation:
- energy relative to the best compared isomer or geometry (same formula, charge and spin) (kJ/mol) = 840.14
- 2S+1 = 2
- expectation value of S² = 0.753
- net charge = +2
- LUMO energy (spin up / spin down) (eV) = -12.86 / -12.95
- strongest force on any atom (Eh/bohr) = 0.05183
- E_tot (eV) = -8349.713
- frontier orbital gap (spin up / spin down) (hartree) = 0.220 / 0.216
- HOMO (spin up / spin down) (eV) = -18.836 / -18.836